No. 1
This record from OMol25 describes 8 unconnected molecules or ions with the total composition C38H40N8. The level of theory is the ωB97M-V functional and the def2-TZVPD basis.

```
86
Properties=species:S:1:pos:R:3:forces:R:3
N 2.383192 2.122257 5.526724 0.90 0.30 -0.36
C 3.270312 1.156217 5.060564 -2.05 -0.57 0.95
C 2.651992 -0.076833 5.364684 0.65 1.40 -0.39
C 1.411912 0.207747 5.992734 -0.42 0.98 0.66
C 1.266992 1.598547 6.114944 1.20 -1.06 -0.84
H 2.538342 3.115497 5.429264 -0.02 -0.25 0.02
H 4.178032 1.459987 4.560404 -0.09 -0.28 0.06
H 3.050072 -1.054433 5.136144 -0.06 0.09 0.02
H 0.695662 -0.501043 6.381324 0.12 -0.09 -0.09
H 0.556502 2.305337 6.517514 -0.24 -0.51 0.03
N -2.176458 4.462817 2.536324 1.82 -0.05 -0.79
C -2.486358 3.458117 3.352254 -0.84 -1.87 1.60
C -1.400508 2.584007 3.552994 -2.77 1.14 0.40
C -0.399568 3.124497 2.777944 2.03 0.22 -0.75
C -0.847838 4.249927 2.148434 -0.78 1.08 -0.22
H -2.794988 5.202337 2.235264 0.24 -0.34 -0.03
H -3.485798 3.363947 3.750564 0.03 0.06 0.04
H -1.458828 1.736497 4.219874 0.32 0.02 -0.25
H 0.612482 2.761057 2.677594 -0.02 -0.12 -0.06
H -0.353168 4.937057 1.477944 -0.02 -0.16 0.07
N -1.677558 -1.482713 -4.231906 1.21 0.74 -0.31
C -0.952558 -1.687143 -5.354136 0.44 -0.04 0.38
C 0.437962 -1.491043 -5.505706 -1.97 0.44 1.44
C 1.093852 -1.022453 -4.357166 0.31 0.71 -0.50
C 0.380432 -0.663433 -3.212416 -1.34 -0.61 -0.69
C -1.007808 -0.910653 -3.207806 0.53 -0.71 -0.68
H -1.507118 -2.044763 -6.209106 -0.22 -0.14 -0.09
H 0.814992 -1.605923 -6.511216 0.63 -0.19 0.28
H 2.152592 -0.811533 -4.388476 0.18 -0.21 0.06
H 0.811132 -0.226733 -2.323486 0.28 -0.17 -0.08
H -1.603898 -0.716673 -2.328346 0.02 0.20 0.14
N 3.288202 -3.472733 -2.109746 0.37 0.54 -0.58
C 1.966062 -3.527703 -1.762116 1.41 -0.34 -0.11
C 1.242292 -4.676753 -1.844996 -0.58 1.07 0.48
C 1.847202 -5.859153 -2.326526 -2.32 -1.23 0.25
C 3.174222 -5.841523 -2.658976 0.85 0.24 -0.20
C 3.822702 -4.650833 -2.592106 0.75 0.17 0.50
H 1.623072 -2.591583 -1.346856 -0.62 -0.02 0.11
H 0.244002 -4.603853 -1.439416 -0.30 -0.47 -0.13
H 1.256882 -6.754713 -2.452596 -0.12 -0.18 0.10
H 3.692912 -6.761393 -2.885236 0.20 -0.04 -0.32
H 4.886172 -4.671283 -2.779226 0.35 0.36 -0.11
N 2.958002 2.434737 1.107334 -0.12 0.87 0.88
C 2.329162 2.634107 -0.066996 0.70 -0.07 1.00
C 1.987232 3.883267 -0.508026 0.35 1.30 -0.16
C 2.288642 5.001387 0.285044 -0.60 -0.81 -1.01
C 2.826502 4.812427 1.532444 0.39 0.08 -0.40
C 3.179562 3.516087 1.904744 -0.88 -0.40 -1.05
H 2.122562 1.776377 -0.689906 0.13 -0.31 0.11
H 1.610262 4.019007 -1.510956 -0.29 -0.03 0.01
H 2.084232 5.988137 -0.103446 -0.05 0.13 0.08
H 3.043992 5.716067 2.082464 0.11 -0.28 0.61
H 3.571562 3.384897 2.902504 0.34 -0.53 -0.05
N -0.029098 -0.892273 0.111814 0.81 -0.44 1.28
C 1.117802 -0.685083 0.865514 -2.03 -0.64 -1.50
C 1.117902 -0.517803 2.213034 -1.61 0.34 1.88
C -0.119928 -0.552693 2.932334 -0.76 0.74 -3.31
C -1.325608 -0.641713 2.124884 1.61 -1.31 0.41
C -1.235398 -0.973653 0.730494 2.86 1.53 1.05
H 2.077392 -0.750633 0.374294 -0.08 0.24 -0.56
H 2.032152 -0.223483 2.706914 0.10 -0.40 0.18
H -0.151228 -0.334063 3.989514 -0.09 -0.10 -0.02
H -2.276368 -0.581193 2.633614 -0.19 -0.09 -0.09
H -2.004608 -1.213323 0.011284 -0.66 0.21 0.53
N -3.361988 2.973237 -0.550626 0.53 1.11 -1.43
C -2.163228 2.351107 -0.325726 -1.14 1.13 -1.71
C -1.195858 2.260737 -1.329206 -0.61 0.70 -0.96
C -1.477818 2.811617 -2.605126 -0.05 -0.35 0.81
C -2.676868 3.492537 -2.855026 1.45 -0.63 1.40
C -3.553808 3.609777 -1.780486 0.95 -1.69 0.59
H -1.946708 1.934977 0.647084 -0.38 -0.01 0.21
H -0.250278 1.791197 -1.101536 0.00 -0.16 -0.15
H -0.786938 2.722457 -3.430436 0.33 -0.17 0.10
H -2.791698 3.947237 -3.827896 -0.49 0.08 0.07
H -4.435698 4.160947 -2.071816 -0.65 -0.05 1.15
N -4.385548 -5.369463 -1.935536 -0.66 0.30 0.18
C -3.372328 -5.400743 -2.817596 0.00 1.06 1.72
C -2.282198 -4.515083 -2.695116 -1.98 0.28 1.19
C -2.367138 -3.615513 -1.575246 1.33 -0.82 -1.77
C -3.397568 -3.640253 -0.657856 -0.08 0.62 -0.14
C -4.440588 -4.477363 -0.911616 -0.09 -2.10 -1.97
H -3.516498 -6.144463 -3.587326 0.42 0.01 -0.25
H -1.543928 -4.500533 -3.483236 0.39 0.31 0.40
H -1.579248 -2.881403 -1.493286 0.21 -0.03 0.19
H -3.487638 -2.950243 0.168074 0.34 0.15 0.04
H -5.388878 -4.500313 -0.395266 0.12 0.11 0.46
```
Forces are in eV/Å.

Computed properties:
**Net charge**: -1
**ΔE to the lowest compared entry with this formula, charge and spin**: 0.0 kJ/mol
**HOMO energy (spin up / spin down)**: 0.46 / -4.08 eV
**Multiplicity**: 2

***

No. 2
This record from OMol25 describes a gas-phase ion, C5H7IN (charge +1). The level of theory is the ωB97M-V functional and the def2-TZVPD basis.

```
14
Properties=species:S:1:pos:R:3:forces:R:3
C -0.030649 -0.179285 1.281945 -3.94 -0.06 0.02
C -1.218964 -0.423525 0.669261 -0.16 -2.31 1.23
C 0.461562 0.383912 -1.148235 1.81 1.42 1.25
C 0.763000 0.264790 2.417226 0.25 -2.20 0.34
C -0.067115 0.070667 -2.428072 0.06 0.20 -2.81
N -0.130558 0.100455 -0.082471 -0.35 -0.67 0.15
I -3.315586 -2.089942 0.677382 2.58 2.14 -0.14
H 1.448554 0.862965 -0.991217 -0.58 -0.39 -0.32
H 1.122378 -0.652472 3.045780 -0.30 1.87 -1.20
H 0.074911 0.860514 3.015197 0.37 0.24 0.18
H 1.512619 0.817139 1.874467 0.95 0.47 1.01
H -0.949631 0.633388 -2.738744 0.06 0.37 0.23
H 0.747817 0.310383 -3.171350 -1.11 -0.79 0.47
H -0.418338 -0.958989 -2.421169 0.37 -0.28 -0.41
```
Forces are in eV/Å.

Computed properties:
**Net charge**: +1
**ΔE to the lowest compared entry with this formula, charge and spin**: 409.6 kJ/mol
**HOMO energy (spin up / spin down)**: -13.63 / -13.63 eV

***

No. 3
This record from OMol25 describes C17H21NO3 in the gas phase. The level of theory is the ωB97M-V functional and the def2-TZVPD basis.

```
42
Properties=species:S:1:pos:R:3:forces:R:3
C -5.849968 -1.823491 0.070565 -0.01 0.01 0.04
O -4.555697 -1.683828 -0.458561 0.12 -0.10 -0.04
C -4.041661 -0.372774 -0.425174 0.16 0.10 0.15
C -3.646622 0.104921 0.976239 -0.08 0.05 -0.29
H -4.532188 0.179145 1.609723 0.00 -0.03 0.05
H -2.966592 -0.625515 1.419230 -0.01 -0.01 0.05
C -2.967905 1.477355 0.937962 -0.40 -0.11 0.32
N -1.732251 1.412395 0.214980 0.23 -0.10 -0.43
C -0.623847 1.655627 0.794044 0.01 0.11 0.22
C 0.633417 1.582186 0.089859 -0.19 -0.06 -0.08
C 0.667992 1.193017 -1.226652 0.02 0.21 0.12
O -0.425267 0.911917 -1.900759 0.24 -0.06 -0.11
H -1.209484 1.047017 -1.266176 0.00 0.06 0.14
C 1.946314 1.063208 -1.992941 0.06 -0.10 -0.03
H 2.078882 1.983141 -2.572813 -0.04 -0.03 -0.02
C 3.156218 0.871552 -1.079725 -0.06 0.17 -0.03
C 3.251075 -0.496585 -0.441347 0.11 -0.03 -0.09
C 4.475497 -0.881958 0.096693 -0.04 -0.01 0.01
C 4.626460 -2.103483 0.724606 0.09 0.00 0.03
C 3.550093 -2.968805 0.822564 -0.04 -0.08 0.04
C 2.330778 -2.600718 0.284401 -0.05 -0.11 0.04
C 2.181250 -1.374699 -0.342694 0.02 0.00 -0.05
H 1.217482 -1.117989 -0.753421 -0.09 -0.02 -0.06
H 1.485518 -3.269829 0.351338 -0.07 -0.06 0.00
H 3.662888 -3.924227 1.312862 0.01 -0.08 0.04
H 5.585415 -2.381264 1.136793 0.08 -0.02 0.03
H 5.322422 -0.214346 0.019278 0.09 0.09 -0.01
C 3.122754 1.952321 0.008033 0.20 0.00 0.13
C 1.849776 1.910508 0.830472 0.29 -0.02 -0.36
O 1.849699 2.176267 2.015194 -0.05 0.03 0.10
H 3.172295 2.941799 -0.457633 0.01 0.05 0.00
H 3.972345 1.857377 0.685574 -0.07 0.04 0.00
H 4.063919 1.018058 -1.677535 -0.13 0.00 0.06
H 1.849325 0.244574 -2.708952 -0.06 0.03 0.01
H -0.559292 1.942081 1.847881 -0.11 -0.02 0.00
H -2.814502 1.837680 1.966699 -0.01 0.03 -0.15
H -3.619428 2.183823 0.411246 -0.02 0.00 0.15
H -3.155579 -0.402193 -1.063664 -0.11 0.09 0.02
H -4.768571 0.329944 -0.862265 0.06 -0.02 -0.02
H -6.545365 -1.111181 -0.391069 -0.01 -0.02 0.01
H -6.167138 -2.838431 -0.162046 -0.08 0.04 0.05
H -5.870473 -1.684584 1.157193 -0.03 -0.01 -0.02
```
Forces are in eV/Å.

Computed properties:
**Net charge**: 0
**ΔE to the lowest compared entry with this formula, charge and spin**: 152.1 kJ/mol
**HOMO energy**: -8.83 eV

***

No. 4
This record from OMol25 describes a molecular structure, C15H29N2OPr. The level of theory is the ωB97M-V functional and the def2-TZVPD basis.

```
48
Properties=species:S:1:pos:R:3:forces:R:3
C 1.742136 2.075172 -1.007101 2.11 0.36 0.97
H 2.581874 2.771211 -1.061588 -0.11 -0.03 -0.11
H 1.876993 1.365892 -1.842466 -0.09 0.06 0.40
H 1.980988 1.530374 0.037291 0.82 1.79 -2.21
C 0.419407 2.868496 -1.069602 -0.19 0.88 -0.20
H -0.420089 2.280309 -1.496084 0.14 0.10 -0.20
H 0.105263 3.173554 -0.054492 0.12 0.19 -0.16
C 0.562612 4.115423 -1.972058 0.14 -0.17 0.01
H -0.353406 4.710242 -1.979850 0.10 -0.14 0.10
H 1.394088 4.744277 -1.637136 -0.22 -0.11 0.02
H 0.769499 3.812222 -3.003334 -0.01 -0.01 0.16
C -0.879341 -1.834016 -0.250152 0.63 0.52 -0.70
C -1.533095 -1.023197 -1.230614 0.92 -0.25 -0.16
C -0.560911 -0.644929 -2.215599 0.05 -0.59 0.72
C 0.697610 -1.202356 -1.827580 -0.79 -0.38 0.50
C 0.502687 -1.926812 -0.604973 -0.67 0.28 -0.64
C 1.553998 -2.655465 0.154227 0.40 -0.36 0.23
C 1.945229 -1.184121 -2.634873 0.43 -0.04 -0.28
C -0.799788 0.074136 -3.495419 -0.10 0.36 -0.49
C -2.968926 -0.633897 -1.215332 -0.52 0.20 -0.05
C -1.488126 -2.446427 0.957854 -0.21 -0.30 0.44
Pr 0.165683 0.546907 0.013738 -2.67 -2.37 1.07
H 2.789134 -1.570638 -2.051514 -0.12 0.10 -0.30
H 1.821181 -1.824865 -3.524178 0.14 0.26 0.27
H 2.211821 -0.177518 -2.985445 -0.01 -0.31 -0.14
H 2.552846 -2.437915 -0.248748 -0.28 -0.18 0.19
H 1.566114 -2.395086 1.227182 -0.05 -0.17 -0.28
H 1.386744 -3.744325 0.075257 0.16 0.40 0.13
H -2.353665 -1.879668 1.321452 0.06 -0.16 -0.06
H -1.832605 -3.470214 0.744014 0.03 0.29 0.08
H -0.761487 -2.521395 1.776468 -0.14 -0.03 -0.11
H -3.150740 0.261947 -1.826671 -0.03 -0.28 0.15
H -3.605445 -1.440296 -1.616384 0.18 0.28 0.16
H -3.324916 -0.422484 -0.193414 -0.01 -0.10 -0.27
H -0.001245 0.801821 -3.707100 -0.18 -0.18 -0.07
H -0.815813 -0.638119 -4.339383 -0.04 0.30 0.29
H -1.754316 0.617503 -3.492445 0.24 -0.17 -0.09
C 1.622207 -0.089990 4.643136 0.31 0.00 0.25
N 0.183954 0.158884 4.534466 -0.49 -0.04 -0.58
C -0.446042 0.360569 3.379390 -0.36 0.13 0.44
N -1.798369 0.525950 3.383247 0.78 -0.15 -0.33
O 0.190072 0.441759 2.267505 -0.46 -0.06 0.61
H 2.050061 -0.234266 3.645465 -0.23 0.03 0.30
H 1.791091 -0.998386 5.239258 -0.06 0.36 -0.20
H 2.118372 0.765778 5.121108 -0.14 -0.30 -0.11
H -0.398439 0.130677 5.368381 0.43 -0.03 -0.18
H -2.266323 0.566376 2.481686 0.03 -0.03 0.71
H -2.338777 0.365905 4.223208 -0.05 0.06 -0.29
```
Forces are in eV/Å.

Computed properties:
**Net charge**: +2
**HOMO energy (spin up / spin down)**: -14.58 / -14.53 eV
**Multiplicity**: 3